# 1
{
  "formula": "C35H36Cl2GeNOsP2Te",
  "method": "ωB97M-V with the def2-TZVPD basis set",
  "species": ["Os", "Te", "C", "C", "C", "N", "C", "C", "C", "P", "C", "C", "C", "C", "C", "C", "C", "C", "C", "C", "C", "C", "P", "C", "C", "C", "C", "C", "C", "C", "C", "C", "C", "C", "C", "H", "H", "H", "H", "H", "H", "H", "H", "H", "H", "H", "H", "H", "H", "H", "H", "H", "H", "H", "H", "H", "H", "H", "H", "Cl", "C", "Cl", "H", "H", "C", "Ge", "C", "C", "C", "H", "H", "H", "H", "H", "H", "H", "H", "H", "H"],
  "coordinates": [[-0.47, -0.69, -0.53], [0.45, -3.81, -2.34], [1.53, -4.65, -3.96], [2.66, -5.42, -3.74], [3.30, -5.97, -4.84], [2.88, -5.80, -6.10], [1.78, -5.07, -6.29], [1.07, -4.48, -5.25], [1.41, -1.87, -2.31], [1.90, -1.69, -0.56], [2.71, -0.08, -0.22], [4.02, 0.11, -0.49], [4.79, 1.20, 0.07], [4.23, 2.04, 0.96], [2.79, 2.09, 1.18], [1.94, 0.96, 0.52], [3.30, -2.87, -0.48], [4.06, -3.16, -1.60], [5.18, -3.98, -1.49], [5.52, -4.54, -0.27], [4.75, -4.27, 0.86], [3.64, -3.43, 0.75], [0.27, -0.54, -2.73], [-0.67, -0.96, -4.21], [-0.04, -0.91, -5.45], [-0.74, -1.31, -6.59], [-2.05, -1.74, -6.48], [-2.69, -1.77, -5.25], [-1.99, -1.37, -4.11], [1.26, 0.89, -3.24], [2.65, 0.82, -3.35], [3.37, 1.96, -3.70], [2.71, 3.16, -3.94], [1.33, 3.22, -3.86], [0.60, 2.09, -3.51], [3.04, -5.60, -2.74], [4.19, -6.58, -4.71], [1.45, -4.96, -7.32], [0.18, -3.89, -5.46], [4.56, -0.63, -1.06], [5.86, 1.22, -0.10], [4.86, 2.69, 1.56], [2.48, 2.45, 2.16], [1.11, 0.59, 1.12], [3.79, -2.74, -2.57], [5.78, -4.20, -2.37], [6.38, -5.19, -0.19], [5.01, -4.70, 1.81], [3.05, -3.21, 1.63], [0.99, -0.57, -5.53], [-0.25, -1.27, -7.55], [-2.59, -2.04, -7.37], [-3.72, -2.09, -5.17], [-2.48, -1.38, -3.14], [3.16, -0.11, -3.17], [4.45, 1.90, -3.79], [3.28, 4.04, -4.21], [0.81, 4.15, -4.07], [-0.48, 2.13, -3.45], [-1.62, -0.71, 1.67], [-2.55, -2.24, 1.46], [-2.30, -2.82, -0.20], [-3.60, -2.03, 1.62], [-2.16, -2.97, 2.15], [-0.04, 3.30, 2.41], [0.33, 3.54, 0.50], [0.79, 5.38, 0.10], [-1.31, 3.03, -0.45], [1.85, 2.39, 0.04], [-0.88, 3.96, 2.67], [0.81, 3.57, 3.04], [-0.33, 2.27, 2.64], [-0.05, 6.04, 0.32], [1.05, 5.49, -0.96], [1.65, 5.70, 0.70], [-2.18, 3.30, 0.15], [-1.33, 1.96, -0.62], [-1.38, 3.52, -1.42], [2.34, 2.57, -0.92]],
  "spin_multiplicity": 5,
  "e_homo_ev": [-10.0, -10.4],
  "e_lumo_ev": [-2.6, -3.7],
  "total_energy_ha": -5448.34739,
  "de_lowest_ev": 1.0597,
  "charge": 1,
  "largest_force_ha_per_bohr": 0.0196
}

# 2
{
  "formula": "C35H36ClNO8P2PdS",
  "method": "ωB97M-V with the def2-TZVPD basis set",
  "species": ["Pd", "O", "Cl", "O", "O", "O", "C", "P", "C", "C", "C", "C", "C", "C", "C", "C", "C", "C", "C", "C", "P", "C", "C", "C", "C", "C", "C", "C", "C", "C", "C", "C", "C", "H", "H", "H", "H", "H", "H", "H", "H", "H", "H", "H", "H", "H", "H", "H", "H", "H", "H", "H", "H", "H", "H", "C", "N", "C", "C", "O", "H", "H", "H", "H", "H", "H", "H", "C", "C", "C", "C", "C", "C", "C", "S", "O", "O", "O", "H", "H", "H", "H", "H", "H", "H"],
  "coordinates": [[2.01, 0.29, -0.03], [2.95, 2.24, -2.59], [3.96, 1.73, -1.70], [5.26, 2.13, -2.12], [3.84, 0.25, -1.66], [3.69, 2.18, -0.34], [-1.13, 0.53, -0.50], [0.41, 1.02, -1.31], [0.37, 0.55, -3.03], [-0.68, 1.03, -3.82], [-0.76, 0.67, -5.15], [0.21, -0.17, -5.70], [1.25, -0.64, -4.92], [1.34, -0.29, -3.58], [0.35, 2.81, -1.14], [0.55, 3.65, -2.24], [0.49, 5.02, -2.08], [0.26, 5.57, -0.83], [0.08, 4.74, 0.27], [0.13, 3.36, 0.12], [-1.77, -1.20, -0.55], [-2.46, -1.21, -2.26], [-1.88, -2.06, -3.19], [-2.37, -2.12, -4.49], [-3.46, -1.35, -4.85], [-4.05, -0.49, -3.93], [-3.54, -0.43, -2.64], [-3.32, -0.96, 0.40], [-3.55, 0.06, 1.32], [-4.72, 0.11, 2.06], [-5.70, -0.86, 1.89], [-5.48, -1.89, 0.98], [-4.31, -1.94, 0.25], [-1.89, 1.22, -0.88], [-0.95, 0.76, 0.55], [-1.43, 1.68, -3.40], [-1.57, 1.03, -5.76], [0.15, -0.44, -6.74], [2.00, -1.29, -5.35], [2.15, -0.63, -2.97], [0.78, 3.22, -3.21], [0.65, 5.66, -2.94], [0.22, 6.64, -0.71], [-0.08, 5.17, 1.25], [0.02, 2.73, 0.99], [-1.03, -2.66, -2.91], [-1.91, -2.78, -5.21], [-3.85, -1.40, -5.86], [-4.90, 0.11, -4.21], [-4.02, 0.22, -1.91], [-2.81, 0.83, 1.48], [-4.87, 0.91, 2.77], [-6.61, -0.82, 2.46], [-6.24, -2.65, 0.84], [-4.16, -2.75, -0.46], [2.52, -4.59, 0.80], [2.54, -3.45, -0.09], [3.79, -2.73, -0.24], [1.40, -2.90, -0.50], [1.30, -1.81, -1.05], [3.27, -5.32, 0.48], [1.54, -5.06, 0.77], [2.74, -4.27, 1.82], [4.59, -3.45, -0.46], [4.03, -2.19, 0.68], [3.72, -2.02, -1.06], [0.51, -3.51, -0.30], [1.70, 0.87, 8.38], [1.70, 0.54, 6.91], [2.01, 1.51, 5.96], [2.01, 1.21, 4.61], [1.68, -0.08, 4.20], [1.37, -1.06, 5.13], [1.38, -0.74, 6.48], [1.68, -0.44, 2.49], [1.22, -1.80, 2.33], [3.03, -0.18, 1.93], [0.79, 0.59, 1.86], [1.95, 1.91, 8.55], [2.43, 0.26, 8.91], [0.73, 0.67, 8.83], [2.26, 2.51, 6.29], [2.26, 1.96, 3.88], [1.12, -2.05, 4.79], [1.13, -1.50, 7.20]],
  "e_homo_ev": [-8.5, -8.5],
  "e_lumo_ev": [-1.3, -1.3],
  "total_energy_ha": -3680.72846,
  "de_lowest_ev": 0.0000,
  "charge": 0,
  "largest_force_ha_per_bohr": 0.0086
}

# 3
{
  "formula": "C35H36F14N10STi",
  "method": "ωB97M-V with the def2-TZVPD basis set",
  "species": ["Ti", "C", "C", "N", "C", "C", "C", "C", "N", "C", "C", "F", "C", "F", "C", "C", "F", "C", "F", "H", "H", "H", "H", "H", "H", "H", "H", "H", "H", "H", "H", "H", "H", "H", "C", "N", "C", "C", "N", "C", "C", "F", "C", "F", "C", "F", "C", "F", "C", "F", "C", "C", "N", "C", "C", "F", "C", "F", "C", "F", "C", "F", "C", "F", "H", "H", "H", "H", "H", "H", "H", "H", "H", "H", "H", "C", "C", "C", "C", "N", "C", "N", "N", "N", "H", "H", "H", "H", "H", "H", "H", "H", "H", "H", "S", "C", "N"],
  "coordinates": [[-0.20, -0.99, 0.87], [-1.35, 3.89, -1.37], [-1.78, 2.61, -0.63], [-1.74, 1.37, -1.38], [-2.72, 1.24, -2.45], [-2.36, 1.74, -3.86], [-0.39, 0.97, -1.72], [-0.24, -0.49, -2.17], [-0.37, -1.45, -1.08], [-0.41, -2.74, -1.45], [-0.93, -3.70, -0.54], [-1.43, -3.24, 0.65], [-1.02, -5.05, -0.81], [-1.53, -5.88, 0.12], [-0.62, -5.58, -2.03], [-0.14, -4.67, -2.95], [0.25, -5.11, -4.17], [-0.02, -3.32, -2.69], [0.52, -2.56, -3.68], [-0.37, 3.77, -1.83], [-2.07, 4.16, -2.13], [-1.28, 4.71, -0.66], [-2.80, 2.75, -0.27], [-1.14, 2.48, 0.25], [-3.63, 1.75, -2.11], [-2.97, 0.18, -2.54], [-2.05, 2.78, -3.87], [-3.24, 1.63, -4.49], [-1.56, 1.14, -4.28], [0.22, 1.09, -0.81], [0.04, 1.60, -2.52], [0.74, -0.57, -2.65], [-0.99, -0.72, -2.94], [-0.69, -6.63, -2.25], [-0.23, -2.74, 3.53], [-0.45, -1.36, 3.09], [0.40, -0.52, 3.95], [0.20, 0.98, 3.75], [0.49, 1.35, 2.38], [0.89, 2.60, 2.21], [0.62, 3.71, 3.09], [-0.24, 3.57, 4.13], [1.11, 4.98, 2.89], [0.76, 5.97, 3.75], [1.94, 5.28, 1.81], [2.46, 6.52, 1.64], [2.23, 4.25, 0.92], [3.05, 4.47, -0.12], [1.71, 2.99, 1.11], [2.06, 2.04, 0.20], [-1.86, -1.03, 3.29], [-2.38, 0.04, 2.33], [-2.33, -0.52, 0.98], [-3.48, -0.40, 0.31], [-4.51, 0.57, 0.56], [-4.27, 1.67, 1.32], [-5.78, 0.50, 0.02], [-6.70, 1.42, 0.39], [-6.12, -0.48, -0.90], [-7.38, -0.57, -1.40], [-5.12, -1.36, -1.29], [-5.38, -2.30, -2.22], [-3.87, -1.30, -0.71], [-2.97, -2.21, -1.15], [-0.55, -2.87, 4.58], [-0.77, -3.44, 2.90], [0.83, -2.99, 3.47], [0.18, -0.76, 5.01], [1.44, -0.76, 3.73], [-0.80, 1.28, 4.08], [0.91, 1.48, 4.43], [-2.46, -1.93, 3.11], [-2.03, -0.71, 4.34], [-3.41, 0.24, 2.65], [-1.82, 0.98, 2.37], [5.37, 1.25, -1.19], [5.64, -0.24, -1.40], [5.03, -0.73, -2.72], [5.16, -1.06, -0.20], [3.83, -0.75, 0.24], [2.66, -0.71, -0.42], [1.70, -0.48, 0.47], [2.32, -0.40, 1.65], [3.57, -0.55, 1.52], [5.77, 1.83, -2.01], [5.82, 1.60, -0.26], [4.30, 1.44, -1.14], [6.72, -0.40, -1.45], [4.04, -0.31, -2.87], [4.97, -1.81, -2.75], [5.65, -0.40, -3.55], [5.80, -0.87, 0.67], [5.19, -2.13, -0.43], [2.54, -0.86, -1.48], [2.96, -4.13, -0.30], [1.82, -3.34, 0.48], [1.01, -2.72, 1.07]],
  "spin_multiplicity": 2,
  "e_homo_ev": [-4.5, -4.5],
  "e_lumo_ev": [2.3, 2.3],
  "total_energy_ha": -4548.63392,
  "de_lowest_ev": 1.2316,
  "charge": -1,
  "largest_force_ha_per_bohr": 0.0684
}